1.
# C10H7LaN2O5

A structure of composition C10H7LaN2O5 at a distorted geometry (ωB97M-V/def2-TZVPD, OMol25).

```
! RIJCOSX wB97M-V def2-TZVPD def2/J DEFGRID3
* xyz 2 1
H 2.278 -0.406 -2.218
O 0.174 -3.181 -0.121
C -3.122 1.213 0.772
O 0.272 -2.980 -3.163
N 0.761 2.385 1.446
H 0.976 3.047 2.187
C -2.897 2.209 1.731
H -4.139 0.857 0.598
O 2.144 0.660 -0.390
C -0.531 2.035 1.246
C 0.786 -2.377 -0.783
C 2.147 -1.771 -0.383
H -3.728 2.639 2.292
N -0.761 1.109 0.253
H 1.518 1.858 1.007
La 0.416 0.454 -1.837
H -1.349 3.411 2.699
C -1.590 2.628 1.973
C 0.370 -2.113 -2.344
O 2.870 -2.366 0.401
C -2.047 0.673 0.069
O 2.916 -5.190 -1.828
C 2.331 -0.469 -1.009
C 2.365 -4.186 -1.935
H -2.161 -0.139 -0.663
*
```

The calculation puts the LUMO energy (spin up / spin down) at -9.959 / -10.103 eV. The value obtained for the frontier orbital gap (spin up / spin down) is 0.204 / 0.199 hartree. The value obtained for the HOMO energy (spin up / spin down) is -0.570 / -0.570 Eh. As for the molar mass: 374.08 g/mol. As for the energy above the lowest of the compared OMol25 structures with the same formula, charge and spin: 5.058 eV. The value obtained for the energy is -901.7717 hartree.


2.
# C10H7N2O3

The ion C10H7N2O3 with charge -1 at a distorted geometry (ωB97M-V/def2-TZVPD, OMol25).

```
! RIJCOSX wB97M-V def2-TZVPD def2/J DEFGRID3
* xyz -1 1
C -1.483 -2.173 -0.487
H -3.554 -0.590 1.566
N 2.258 -0.341 0.483
H -3.341 -2.717 0.379
O 2.560 2.554 -0.103
C 1.555 0.527 0.035
H 0.458 -1.490 -1.023
C 1.464 3.148 -0.367
H -2.023 1.243 1.104
H -1.159 -3.227 -0.707
C -2.859 -0.661 0.740
O 2.759 -2.348 -0.177
H -0.546 3.051 -0.671
C -1.904 0.360 0.491
N 3.248 -1.279 0.232
C -0.735 0.151 -0.250
C -0.503 -1.128 -0.716
C 0.410 1.075 -0.362
C -2.624 -1.907 0.235
C 0.309 2.493 -0.499
H 1.320 4.282 -0.563
O 4.389 -1.023 0.659
*
```

The calculation puts the LUMO energy at 3.339 eV. The value obtained for the frontier orbital gap is 0.238 hartree. The value obtained for the HOMO energy is -0.115 Eh. As for the molar mass: 203.18 g/mol. The value obtained for the energy is -720.3227 hartree.


3.
# C10H7NO2Pb

A structure of composition C10H7NO2Pb at a distorted geometry (ωB97M-V/def2-TZVPD, OMol25).

```
! RIJCOSX wB97M-V def2-TZVPD def2/J DEFGRID3
* xyz 2 1
H -2.905 -2.468 -1.627
H 1.487 -0.113 1.998
H 2.952 -2.021 0.743
Pb -1.634 0.651 3.223
H 4.083 -0.563 -0.108
H -0.148 -1.969 -2.438
O 2.269 0.591 -2.287
O 0.429 3.341 1.018
H -2.668 1.504 1.381
C -2.188 0.770 0.605
H -4.134 -0.693 0.228
C 3.145 -0.869 0.522
N 1.800 1.341 0.170
C -0.637 0.999 0.124
C 1.527 0.647 -1.178
C 0.032 0.001 -0.991
C -2.997 -0.514 -0.087
C 2.093 0.102 1.019
C -0.717 -1.288 -1.671
C -2.296 -1.549 -1.185
C 0.507 2.098 0.538
*
```

The calculation puts the LUMO energy at -11.213 eV. The value obtained for the frontier orbital gap is 0.149 hartree. The value obtained for the HOMO energy is -0.561 Eh. As for the molar mass: 380.37 g/mol. As for the energy above the lowest of the compared OMol25 structures with the same formula, charge and spin: 9.853 eV. The value obtained for the energy is -782.1293 hartree.


4.
# C10H8BaClN2O2S

A structure of composition C10H8BaClN2O2S at a distorted geometry (ωB97M-V/def2-TZVPD, OMol25).

```
! RIJCOSX wB97M-V def2-TZVPD def2/J DEFGRID3
* xyz -1 1
H -2.578 2.093 3.112
C 1.690 -1.549 -4.493
C 0.271 1.418 4.808
C -0.916 2.089 4.388
C -0.065 -0.002 -5.036
Cl 3.020 -2.532 -4.950
H 1.546 -0.220 4.585
C 1.012 -0.789 -5.440
H 0.864 1.865 5.596
H -1.252 0.590 -3.333
C -1.676 1.571 3.422
H -0.614 0.602 -5.750
N -1.382 0.381 2.772
N 0.220 -0.735 -2.752
C 0.639 0.266 4.243
O -1.109 -0.733 2.159
S 0.728 -1.966 2.658
H -1.193 3.022 4.862
C 1.263 -1.491 -3.175
H 1.758 -2.065 -2.397
Ba -0.520 -0.734 -0.015
C -0.419 -0.008 -3.695
O -2.460 0.174 1.795
C -0.142 -0.441 3.119
H 1.314 -0.806 -6.483
*
```

The calculation puts the LUMO energy (spin up / spin down) at 2.147 / 2.138 eV. The value obtained for the frontier orbital gap (spin up / spin down) is 0.176 / 0.138 hartree. The value obtained for the HOMO energy (spin up / spin down) is -0.097 / -0.059 Eh. As for the molar mass: 393.03 g/mol. As for the energy above the lowest of the compared OMol25 structures with the same formula, charge and spin: 12.950 eV. The value obtained for the energy is -1529.1700 hartree.


5.
# C10H8BrCuIN2

A structure of composition C10H8BrCuIN2 at a distorted geometry (ωB97M-V/def2-TZVPD, OMol25).

```
! RIJCOSX wB97M-V def2-TZVPD def2/J DEFGRID3
* xyz 1 1
C 8.009 11.280 9.725
H 1.108 4.643 6.853
H 4.196 8.187 6.237
H 8.486 13.448 8.634
C 3.024 6.730 8.781
C 7.119 11.950 7.679
C 2.174 5.401 8.307
H 5.547 11.239 6.798
C 8.028 12.274 8.672
Br 8.529 11.677 11.392
C 3.308 7.584 6.700
H 2.185 6.809 5.208
C 7.296 10.065 9.469
Cu 5.335 8.503 8.021
I 1.748 3.923 9.670
C 6.082 11.107 7.745
H 6.939 9.641 10.663
C 2.038 5.542 6.940
N 3.620 7.650 8.043
H 2.927 6.870 9.785
C 2.414 6.607 6.217
H 7.177 12.611 6.864
N 6.195 10.043 8.461
*
```

The calculation puts the LUMO energy at -3.928 eV. The value obtained for the frontier orbital gap is 0.301 hartree. The value obtained for the HOMO energy is -0.445 Eh. As for the molar mass: 426.54 g/mol. The value obtained for the energy is -5007.0800 hartree.


6.
# C10H8ClFO3

An isolated molecule of C10H8ClFO3 at a distorted geometry (ωB97M-V/def2-TZVPD, OMol25).

```
! RIJCOSX wB97M-V def2-TZVPD def2/J DEFGRID3
* xyz 0 1
O -2.023 -0.121 -2.174
H 0.343 0.817 -1.814
C -0.412 -1.979 1.703
H 1.547 2.991 1.243
H 1.424 -3.505 -0.703
H -0.853 -2.140 2.689
Cl -1.328 0.523 2.086
C 0.622 -1.541 -0.845
C -0.033 -0.475 -0.192
C 0.147 2.057 -0.122
C 0.271 -3.010 1.069
H 2.233 2.575 -0.362
F 1.196 -1.383 -2.057
H 1.946 1.329 0.800
H 0.366 -4.003 1.539
C -0.519 -0.681 1.093
C 1.530 2.239 0.406
H -2.116 2.484 -0.597
C 0.781 -2.767 -0.206
O -0.595 2.991 0.102
O -2.563 1.897 -1.204
C -0.279 0.837 -0.943
C -1.684 0.866 -1.511
*
```

The calculation puts the LUMO energy at 0.495 eV. Its SMILES is CC(=O)[C@H](C(=O)O)c1c(F)cccc1Cl. The value obtained for the frontier orbital gap is 0.372 hartree. The value obtained for the HOMO energy is -0.354 Eh. As for the molar mass: 230.62 g/mol. The value obtained for the energy is -1171.6484 hartree.


7.
# C10H8IN3O

An isolated molecule of C10H8IN3O at a distorted geometry (ωB97M-V/def2-TZVPD, OMol25).

```
! RIJCOSX wB97M-V def2-TZVPD def2/J DEFGRID3
* xyz 0 1
C -3.760 0.044 -0.661
C 1.813 -0.959 -0.487
H 1.638 0.576 2.525
H 3.561 -1.875 -1.277
C 1.256 -0.234 0.573
H 1.206 -1.203 -1.343
H -5.461 1.352 -1.249
H -4.185 -0.874 -0.310
H 3.987 -0.054 2.565
N -2.342 1.626 -1.222
N 0.025 0.344 0.406
N -3.536 2.113 -1.491
H -1.507 2.152 -1.434
H 4.988 -1.257 0.648
C -4.408 1.183 -1.144
I -0.834 1.483 1.877
O -1.222 -1.676 -0.466
C 3.142 -1.331 -0.442
C 3.943 -0.997 0.639
C -2.407 0.365 -0.723
C 2.055 0.044 1.683
C -1.340 -0.506 -0.373
C 3.386 -0.316 1.706
*
```

The calculation puts the LUMO energy at -0.296 eV. Its SMILES is O=C(c1ccn[nH]1)N(I)c1ccccc1. The value obtained for the frontier orbital gap is 0.280 hartree. The value obtained for the HOMO energy is -0.291 Eh. As for the molar mass: 313.10 g/mol. As for the energy above the lowest of the compared OMol25 structures with the same formula, charge and spin: 0.000 eV. The value obtained for the energy is -922.9962 hartree.


8.
# C10H8INS2

An isolated molecule of C10H8INS2 at a distorted geometry (ωB97M-V/def2-TZVPD, OMol25).

```
! RIJCOSX wB97M-V def2-TZVPD def2/J DEFGRID3
* xyz 0 1
C -3.548 1.603 -0.794
H -4.622 0.110 0.186
H -2.000 2.942 -1.800
H -4.564 2.003 -1.067
S 1.431 0.518 0.593
H 3.639 -1.234 2.316
C 3.244 -1.666 1.442
C -2.486 -0.176 0.447
C -1.209 0.361 0.098
H -0.219 1.952 -1.187
N 3.038 -1.268 -2.267
H 3.919 -2.370 1.055
S -0.004 -2.096 0.301
C -3.648 0.474 -0.048
C 2.940 -1.128 -1.130
C 0.022 -0.430 0.197
C 3.037 -0.659 0.367
H -2.580 -1.077 1.060
C -2.300 2.098 -1.187
C -1.153 1.534 -0.738
H 2.331 -2.211 1.757
I 4.730 0.719 0.399
*
```

The calculation puts the LUMO energy at -1.054 eV. Its SMILES is C[C@@](I)(C#N)SC(=S)c1ccccc1. The value obtained for the frontier orbital gap is 0.284 hartree. The value obtained for the HOMO energy is -0.322 Eh. As for the molar mass: 333.22 g/mol. As for the energy above the lowest of the compared OMol25 structures with the same formula, charge and spin: 0.080 eV. The value obtained for the energy is -1534.6071 hartree.


9.
# C10H8N2O

An isolated molecule of C10H8N2O at a distorted geometry (ωB97M-V/def2-TZVPD, OMol25).

```
! RIJCOSX wB97M-V def2-TZVPD def2/J DEFGRID3
* xyz 0 1
C -3.981 1.502 -0.417
C 3.219 -1.507 0.601
H 4.109 -2.072 0.888
H -2.017 0.474 -2.703
H 1.288 -0.210 -1.953
C 2.808 -1.268 -0.715
N -3.340 1.038 -1.468
H 2.653 -1.337 2.742
O -0.943 0.526 -1.123
C 2.467 -1.057 1.678
C 0.942 -0.105 0.155
H 0.757 -0.006 2.294
C -0.375 0.425 -0.005
C 1.307 -0.425 1.433
C -2.154 0.686 -1.708
H 3.460 -1.793 -1.576
C -3.361 1.576 0.845
H -5.010 1.728 -0.599
C 1.635 -0.563 -0.971
N -2.637 1.715 1.740
H -0.826 0.672 0.863
*
```

The calculation puts the LUMO energy (spin up / spin down) at -0.656 / -1.375 eV. The value obtained for the frontier orbital gap (spin up / spin down) is 0.270 / 0.208 hartree. The value obtained for the HOMO energy (spin up / spin down) is -0.294 / -0.258 Eh. As for the molar mass: 172.19 g/mol. As for the energy above the lowest of the compared OMol25 structures with the same formula, charge and spin: 4.635 eV. The value obtained for the energy is -570.4384 hartree.


10.
# C10H8N2OS

An isolated molecule of C10H8N2OS at a distorted geometry (ωB97M-V/def2-TZVPD, OMol25).

```
! RIJCOSX wB97M-V def2-TZVPD def2/J DEFGRID3
* xyz 0 1
C -1.134 0.180 -0.202
H -0.248 2.383 2.951
H -0.381 -0.087 -2.721
C -2.930 -0.557 1.105
C 1.790 -0.353 -2.373
C 0.511 -0.180 -1.985
C -1.250 0.625 2.299
H -1.619 0.310 3.363
C 1.150 -0.594 0.322
H 0.902 -0.475 1.383
C 2.736 -0.854 -1.440
C 0.196 -0.165 -0.630
H 2.154 -0.151 -3.449
H 3.029 -1.519 0.659
H 3.718 -1.035 -1.902
S 0.104 2.298 0.634
C 2.422 -1.015 -0.048
H -2.934 0.168 -0.954
N -4.000 -0.937 0.926
C -1.707 0.030 1.105
N -0.490 1.694 2.155
O -2.020 0.231 -1.195
*
```

The calculation puts the LUMO energy at -0.757 eV. Its SMILES is N#CC(/C=[NH+]\[S-])=C(\O)c1ccccc1. The value obtained for the frontier orbital gap is 0.260 hartree. The value obtained for the HOMO energy is -0.288 Eh. As for the molar mass: 204.25 g/mol. As for the energy above the lowest of the compared OMol25 structures with the same formula, charge and spin: 3.037 eV. The value obtained for the energy is -968.6908 hartree.


11.
# C10H8N3RuS6

A structure of composition C10H8N3RuS6 (ωB97M-V/def2-TZVPD, OMol25).

```
! RIJCOSX wB97M-V def2-TZVPD def2/J DEFGRID3
* xyz 0 2
C 2.489 1.440 -1.088
H 0.873 3.997 -2.316
C -1.086 -0.562 0.854
N 0.712 1.902 -2.171
H -0.145 1.666 -2.665
H 3.216 0.823 -0.589
S 0.009 -3.164 -2.255
N 1.420 0.887 -1.654
C 1.308 3.081 -1.957
H 0.750 -1.272 1.695
S 1.331 -4.537 -1.479
Ru 0.707 -1.117 -1.728
C -2.388 -0.110 1.090
C -2.880 -0.002 2.384
C -1.774 -0.207 -1.279
H 3.191 3.543 -0.909
S 2.526 -1.762 -0.541
C -0.747 -0.812 3.190
C 2.467 2.828 -1.254
H -3.887 0.347 2.571
S -3.199 0.253 -0.417
S -1.366 -0.323 -2.948
H -2.409 -0.283 4.445
H -0.119 -1.086 4.026
N -0.791 -0.589 -0.500
C -0.250 -0.921 1.905
C -2.046 -0.357 3.428
S 2.086 -3.660 0.163
*
```

The calculation puts the LUMO energy (spin up / spin down) at -0.219 / -1.488 eV. Its expectation value of S² is 0.760. The value obtained for the frontier orbital gap (spin up / spin down) is 0.263 / 0.228 hartree. The value obtained for the HOMO energy (spin up / spin down) is -0.271 / -0.282 Eh. As for the molar mass: 463.67 g/mol. The value obtained for the energy is -3034.2329 hartree.


12.
# C10H9BBr2F6NO8S2

A structure of composition C10H9BBr2F6NO8S2 at a distorted geometry (ωB97M-V/def2-TZVPD, OMol25).

```
! RIJCOSX wB97M-V def2-TZVPD def2/J DEFGRID3
* xyz -1 1
H 3.084 -5.233 0.166
C -0.079 -0.640 0.618
O -1.045 4.018 0.181
C 2.470 -1.189 3.310
H 3.317 -1.377 2.630
C -0.782 2.239 -1.694
O -2.833 6.512 -2.506
C 0.641 -2.882 0.435
F -1.663 1.390 -1.133
F -5.784 5.937 -2.591
O -0.609 -2.833 -1.687
H 3.172 -2.144 0.003
S -1.134 3.983 -1.254
H 3.116 -3.365 -1.351
C 3.403 -3.176 -0.300
F -5.494 3.898 -1.932
H -0.011 -1.478 4.339
C -0.053 -2.297 -0.834
F -4.678 4.545 -3.821
F -0.845 2.030 -3.023
F 0.444 1.858 -1.298
C -4.895 4.933 -2.550
Br 3.555 -4.283 2.431
C 1.221 -4.277 0.630
N -2.597 4.038 -1.865
O 0.083 -0.920 -0.733
Br 0.697 -5.494 -0.845
H 0.850 -4.761 1.546
O -0.576 0.288 1.080
C 2.797 -4.265 0.606
C 0.587 -1.854 1.296
S -3.343 5.428 -1.710
H 4.504 -3.282 -0.232
O 0.192 -2.258 3.794
H 2.376 -0.112 3.564
H 2.716 -1.725 4.250
B 1.078 -1.772 2.810
O -0.128 4.739 -1.953
O -3.753 5.782 -0.377
*
```

The calculation puts the LUMO energy at 1.346 eV. The value obtained for the frontier orbital gap is 0.283 hartree. The value obtained for the HOMO energy is -0.233 Eh. As for the molar mass: 619.92 g/mol. The value obtained for the energy is -7611.6949 hartree.


Q: What is the energy in the fifth record?
A: -5007.0800 hartree


Q: What is the molar mass in the tenth record?
A: 204.25 g/mol